Entry 1:
DFT (ωB97M-V/def2-TZVPD) results for C21H27N6O7PS3Zn as an isolated structure.

Positions of all 66 atoms, in Å:
1 Zn 9.90748 13.20518 8.96559
2 C 6.58455 7.07827 6.87797
3 C 7.62479 7.14573 7.95795
4 O 7.63803 8.54860 8.50498
5 P 8.98397 9.43868 8.33434
6 S 8.50726 11.12128 9.35197
7 S 9.61053 9.71158 6.49973
8 O 9.95968 8.42488 9.20398
9 C 11.43088 8.56882 9.16064
10 C 11.99851 7.68644 10.25370
11 H 6.44819 6.10386 6.40113
12 H 6.76562 7.82772 6.09561
13 H 5.59416 7.30443 7.31646
14 H 8.61452 6.92539 7.52271
15 H 7.41542 6.50571 8.83201
16 H 11.66082 9.63472 9.29944
17 H 11.71730 8.29485 8.12229
18 H 11.62992 8.01444 11.24443
19 H 13.10327 7.66374 10.29058
20 H 11.63930 6.65762 10.11495
21 O 8.84855 14.24867 10.39836
22 C 8.13319 15.27859 10.28437
23 C 7.66806 15.84551 9.02190
24 C 6.92590 17.02965 9.05003
25 C 6.43792 17.60806 7.88383
26 C 6.62065 16.93278 6.63688
27 C 7.32114 15.74012 6.58612
28 C 7.98119 15.22832 7.72584
29 O 8.90490 14.29127 7.58222
30 N 5.80984 18.88509 7.94297
31 O 5.50545 19.38795 6.85311
32 O 5.66347 19.39892 9.05803
33 H 7.81418 15.88298 11.17819
34 H 6.82364 17.50016 10.02524
35 H 6.27468 17.38834 5.70471
36 H 7.48929 15.21513 5.66626
37 N 15.65962 13.00825 13.12681
38 C 14.60297 12.12119 13.23131
39 O 14.53217 11.16433 14.00888
40 C 13.49677 12.47555 12.28233
41 C 13.33438 13.73330 11.67102
42 C 12.34473 13.92239 10.70522
43 N 11.43682 12.97066 10.44821
44 C 11.51168 11.79090 11.08812
45 C 12.52890 11.49979 11.97206
46 H 16.48540 12.75827 13.62622
47 H 15.79404 13.39504 12.19441
48 H 13.96142 14.59859 11.89890
49 H 12.27977 14.86552 10.13228
50 H 10.71590 11.07267 10.89620
51 H 12.65752 10.50615 12.39296
52 C 15.49385 11.44936 8.24092
53 C 14.81354 11.25696 6.88579
54 C 13.49132 11.96401 6.74386
55 N 12.74737 12.34084 7.74444
56 N 11.54336 12.88458 7.35795
57 C 11.40030 12.96745 6.04614
58 N 10.46525 13.70272 5.41896
59 S 12.70235 12.22585 5.19867
60 H 16.30460 10.73551 8.38412
61 H 14.74605 11.41275 9.07806
62 H 15.94258 12.47012 8.31278
63 H 14.54202 10.20817 6.75601
64 H 15.47448 11.50272 6.07726
65 H 9.68442 14.04782 6.04008
66 H 10.31651 13.53714 4.42568

Force components x, y, z for each atom (eV/Å):
1.052 -1.441 0.278
-1.406 0.455 -0.001
0.742 1.180 0.332
0.258 -1.057 -0.754
0.098 -0.456 0.624
0.208 0.057 -0.042
0.096 -0.317 0.041
0.441 0.759 -0.369
-0.998 0.368 -0.731
-0.151 -0.211 0.394
0.479 -0.089 0.160
0.151 -0.217 0.259
0.365 0.074 -0.167
-0.288 0.026 0.449
0.150 0.206 -0.493
0.147 -0.278 0.082
0.136 0.002 0.698
0.212 -0.023 -0.498
-0.509 0.205 -0.204
0.132 0.178 -0.030
-1.951 2.620 0.464
1.174 -1.093 -0.348
0.241 -0.644 -1.050
0.301 -0.256 0.036
0.685 -1.434 -0.186
0.264 -0.042 0.340
-0.235 0.909 0.360
1.464 -0.978 1.206
-1.834 1.585 0.248
-0.056 0.669 -0.230
-0.075 0.052 1.407
-0.189 -0.092 -1.395
0.315 -0.760 -0.320
-0.306 0.142 -0.301
-0.089 -0.162 0.519
-0.022 -0.007 -0.394
0.260 0.286 -0.098
-2.382 0.342 -1.508
0.754 0.365 -0.079
1.455 -0.753 1.582
-0.518 1.370 -1.587
1.369 0.331 1.207
-1.846 0.674 -1.940
0.847 -1.156 1.269
-0.809 -0.379 -0.644
0.440 -0.173 0.173
0.051 -0.170 0.546
-0.028 -0.359 -0.015
-0.043 -0.534 0.460
0.227 0.158 -0.081
-0.316 0.163 0.075
-0.502 1.234 0.703
-0.804 -0.438 0.542
-0.853 0.465 0.940
0.401 -0.326 -1.058
-0.239 0.336 -0.350
0.546 0.054 0.858
-0.984 0.144 0.066
0.502 -0.040 -0.077
-0.175 -0.101 0.045
0.729 -0.261 -0.742
-0.311 -0.672 -0.138
0.245 -0.265 -0.003
0.323 0.260 -0.494
0.742 -0.535 -0.717
-0.084 0.053 0.682

Output
max |F| = 0.064 Eh/bohr
relative energy (zero: lowest compared OMol25 entry of this formula, charge and spin) = 0.0000 eV
expectation value of S² = 0.76
calculated total energy = -4987.0256 hartree
spin multiplicity = 2
HOMO energy (spin up / spin down) = -1.73 / -5.39 eV
charge = -1

Entry 2:
DFT (ωB97M-V/def2-TZVPD) results for C21H27N6RuSSe2 as an isolated structure.

Positions of all 58 atoms, in Å:
1 Ru -0.94280 -0.39096 -0.25372
2 N 0.76710 -4.10879 1.51670
3 C 0.59286 -2.94735 0.88637
4 S -0.79261 -2.85235 -0.19450
5 N 1.44203 -1.97746 1.04259
6 N 1.18440 -0.77251 0.59562
7 C 2.15012 0.08533 0.33820
8 C 3.57076 -0.19154 0.52692
9 C 4.51281 0.23919 -0.41928
10 C 5.85811 0.00156 -0.22262
11 C 6.29128 -0.65650 0.92295
12 C 5.36654 -1.08411 1.86838
13 C 4.01696 -0.87604 1.66706
14 C 1.70496 1.38579 -0.14438
15 C 2.49253 2.53828 -0.02636
16 C 1.98245 3.75334 -0.43986
17 C 0.69696 3.80269 -0.96590
18 C -0.01116 2.61911 -1.07059
19 N 0.46448 1.44124 -0.67553
20 H 0.21821 -4.91051 1.24713
21 H 1.59920 -4.25707 2.06543
22 H 4.17269 0.71373 -1.33003
23 H 6.57474 0.32649 -0.96244
24 H 7.34249 -0.84807 1.07469
25 H 5.70053 -1.56892 2.77309
26 H 3.29885 -1.19668 2.40482
27 H 3.48458 2.47437 0.39682
28 H 2.56910 4.65454 -0.35397
29 H 0.25751 4.73553 -1.28567
30 H -0.99531 2.61187 -1.52595
31 C -2.51065 -2.21251 -3.77206
32 Se -0.99107 -1.13114 -3.20809
33 C -1.67052 0.64122 -3.77953
34 C -2.97934 1.06759 -3.13651
35 Se -3.09881 0.70516 -1.17235
36 C -3.76534 2.38892 -0.45532
37 H -2.64864 -2.07487 -4.84172
38 H -3.40978 -1.93513 -3.22712
39 H -2.27249 -3.25373 -3.57522
40 H -1.80607 0.58258 -4.86250
41 H -0.84880 1.33028 -3.57142
42 H -3.81514 0.52375 -3.57851
43 H -3.15321 2.13558 -3.28841
44 H -3.08569 3.21430 -0.65865
45 H -3.85084 2.24379 0.62210
46 H -4.74712 2.58913 -0.88157
47 C -3.91965 -1.49762 1.69289
48 C -2.79991 -0.90451 2.46057
49 N -1.81001 -0.19100 1.94368
50 C -1.00536 0.18257 2.98608
51 C -1.52288 -0.31099 4.14451
52 N -2.65418 -0.99144 3.79525
53 H -3.54056 -1.96562 0.77947
54 H -4.64015 -0.72561 1.41128
55 H -4.43327 -2.24757 2.28794
56 H -0.13036 0.78613 2.83627
57 H -1.18366 -0.23434 5.15616
58 H -3.27691 -1.45913 4.43682

Force components x, y, z for each atom (eV/Å):
0.864 -0.738 0.459
0.040 -0.369 0.045
-0.251 0.889 -0.432
-0.227 0.647 -0.108
1.180 -1.427 1.221
-0.853 1.511 -1.360
-0.437 -1.454 0.487
0.536 -0.198 0.209
-0.379 -0.146 0.095
0.176 -0.093 0.043
-0.201 -0.004 -0.038
0.120 0.061 -0.048
-0.151 0.345 -0.091
-0.198 0.917 -0.238
-0.146 -0.510 0.013
-0.379 0.071 -0.132
0.234 -0.102 0.076
-0.133 0.330 -0.259
0.050 -0.162 0.258
0.097 0.093 0.079
0.036 0.041 -0.024
0.055 0.115 -0.033
0.029 -0.006 -0.050
0.089 0.044 0.012
0.043 -0.087 0.029
0.032 -0.048 0.034
-0.047 -0.058 0.026
0.081 0.067 0.048
-0.022 -0.002 -0.073
0.025 -0.006 0.137
-0.104 0.061 0.114
-0.187 0.627 0.141
0.146 -0.390 0.161
-0.079 -0.112 0.146
-0.449 0.212 -0.713
0.034 0.136 0.042
0.035 0.036 -0.001
0.011 -0.007 -0.009
0.096 0.004 0.055
0.045 0.061 0.090
-0.105 -0.087 0.001
0.032 0.083 0.121
-0.007 -0.076 0.133
0.009 -0.100 -0.030
0.006 -0.022 -0.101
0.082 -0.089 0.020
-0.047 -0.007 -0.086
-0.286 -0.121 -0.190
-0.098 -0.285 -0.778
0.128 0.053 0.653
0.542 0.406 -0.086
-0.052 0.022 -0.328
-0.090 -0.005 0.146
-0.009 -0.084 0.015
-0.079 -0.075 -0.047
0.133 0.010 0.062
0.042 0.032 0.204
-0.010 -0.005 -0.120

Output
max |F| = 0.043 Eh/bohr
expectation value of S² = 8.78
calculated total energy = -6440.3370 hartree
spin multiplicity = 6
HOMO energy (spin up / spin down) = -13.37 / -13.40 eV
charge = +2

Entry 3:
DFT (ωB97M-V/def2-TZVPD) results for a 2-piece molecular cluster, C21H27NO5S overall.

Positions of all 55 atoms, in Å:
1 C -1.65323 -2.54652 -0.62456
2 C -2.85126 -1.89526 -0.27382
3 C -3.73551 -1.46200 -1.49477
4 C -5.14330 -0.87513 -1.11378
5 C -5.08767 0.50794 -1.13810
6 O -4.43105 1.05004 0.18439
7 C -3.14390 1.30571 0.21782
8 C -2.44826 1.68238 1.15803
9 C -1.13743 1.98340 1.24907
10 C -0.28301 1.97224 0.17328
11 C -1.01000 2.04108 -1.02365
12 C -2.40660 1.64919 -1.21616
13 H -2.72629 1.24409 -2.20061
14 H -0.36558 2.03262 -1.92183
15 C 1.11703 2.34317 0.14528
16 O 1.43016 3.42464 0.76872
17 N 2.04814 1.22220 -0.04432
18 C 1.55731 -0.02723 -0.30438
19 C 1.48276 -0.68788 0.78604
20 C 1.52058 -2.08410 1.18671
21 C 1.10124 -2.37087 2.31733
22 C 0.64902 -1.06252 3.05515
23 O 0.89793 -0.08701 2.02056
24 H 0.33708 -0.80444 4.03317
25 H 1.14407 -3.13313 2.68283
26 H 1.99756 -2.82674 0.35334
27 H 0.66552 -0.12414 -0.94836
28 H 2.37612 -0.30948 -1.04235
29 C 3.34413 1.68335 0.08579
30 C 4.20289 1.36591 -1.23902
31 H 5.00170 2.20311 -1.53202
32 H 3.49461 1.33283 -2.30923
33 S 4.95878 -0.19824 -1.02041
34 O 4.14198 -1.38252 -1.74326
35 O 6.29968 -0.24608 -1.32511
36 C 4.68294 -0.14328 0.79697
37 C 4.20210 1.04917 0.97189
38 H 3.52446 1.04148 2.28618
39 H 5.02278 1.70698 1.39782
40 H 3.77733 -0.98671 1.01716
41 H 5.66053 -0.70185 1.38492
42 H 3.28119 2.87482 0.39880
43 H -0.70894 2.09144 2.32740
44 H -3.07480 1.45469 2.20210
45 H -6.22806 1.13940 -0.89625
46 H -4.57662 1.04442 -1.93168
47 H -5.47442 -1.34222 -0.09024
48 H -5.82583 -1.20408 -1.80418
49 H -3.30767 -0.84966 -2.28255
50 H -4.27520 -2.42204 -1.92489
51 H -2.74490 -0.93302 0.24354
52 H -3.52161 -2.51644 0.34629
53 H -0.95381 -1.82373 -1.46427
54 H -1.83890 -3.55351 -1.14933
55 H -0.96580 -2.84647 0.26857

Force components x, y, z for each atom (eV/Å):
5.805 -1.826 -2.368
-4.164 2.841 -0.082
-3.047 -3.547 0.122
2.240 -3.186 3.115
-3.169 7.685 4.107
-1.461 -1.529 -0.604
-2.302 0.364 -14.159
0.267 0.422 11.504
3.981 0.097 3.332
-3.131 1.714 -1.267
-2.105 -3.008 -2.711
2.237 -0.848 3.890
0.271 0.946 0.858
-0.655 0.432 0.095
2.267 0.625 5.210
-0.241 -3.228 -3.126
-3.949 8.655 0.363
1.928 2.578 -10.079
-2.741 -9.218 14.053
4.787 2.929 -12.755
-4.975 16.676 4.210
2.995 -2.824 -7.583
0.244 -1.653 0.372
-0.170 0.531 0.424
0.465 -15.276 7.650
-1.305 1.642 2.316
-0.029 0.818 0.130
-1.020 -1.649 0.811
1.174 3.520 -3.653
-1.641 3.310 -4.746
-1.494 -1.999 1.059
1.970 -0.112 3.215
-6.177 -5.777 -1.300
2.193 4.680 2.886
5.033 0.592 -0.994
2.219 -13.740 -0.641
-0.666 7.760 12.489
1.610 0.002 -3.562
-0.850 0.052 -1.131
2.478 1.842 -0.972
-2.649 2.333 -1.731
0.014 -3.143 -1.260
-0.716 -0.085 -2.173
1.832 1.038 -2.232
3.244 -2.138 -1.213
-0.327 -0.391 -0.176
0.503 1.181 -1.745
-1.776 -0.775 -1.818
0.453 -0.288 0.030
2.404 1.140 0.027
0.610 -0.550 0.417
0.361 0.137 -0.071
-1.920 -2.197 2.547
0.227 1.537 0.448
-1.135 0.909 -1.530

Output
max |F| = 0.348 Eh/bohr
relative energy (zero: lowest compared OMol25 entry of this formula, charge and spin) = 19.7913 eV
calculated total energy = -1644.8498 hartree
HOMO energy = -7.97 eV
charge = 0

Entry 4:
DFT (ωB97M-V/def2-TZVPD) results for C21H27NiO2Si as an isolated structure.

Positions of all 52 atoms, in Å:
1 C 2.51270 0.96509 1.98374
2 C 2.41805 1.25934 0.55404
3 C 1.11461 1.78368 0.30110
4 H 3.25235 1.20650 -0.14153
5 C 0.37404 1.79131 1.50730
6 C 1.18344 1.21709 2.53667
7 H 0.93568 1.14639 3.59516
8 H 3.42646 0.74113 2.52534
9 H 0.77033 2.16263 -0.64636
10 H -0.61693 2.22323 1.64451
11 C -0.21579 -0.88688 -1.58194
12 C 0.83441 -1.62705 -2.07526
13 C 1.58021 -2.30386 -0.96085
14 H 1.16929 -1.70292 -3.10678
15 C 0.73045 -1.93387 0.28882
16 C -0.34332 -1.09696 -0.17829
17 H -1.14619 -0.68927 0.44163
18 H -0.87694 -0.24733 -2.16434
19 H 1.62535 -3.39483 -1.08300
20 H 0.65496 -2.65764 1.10888
21 Ni 1.46264 -0.58940 1.36904
22 O -2.75753 1.44993 -0.38037
23 C -2.87837 2.53530 -1.33709
24 C -3.50609 2.58332 0.04991
25 H -1.95626 3.10059 -1.46139
26 H -3.53841 2.37283 -2.19328
27 H -3.00364 3.26286 0.75170
28 H -5.13647 3.64785 1.96869
29 C -5.64895 2.91137 1.34039
30 C -4.93599 2.33023 0.26294
31 C -5.57758 1.36751 -0.54263
32 H -5.03112 0.90502 -1.36617
33 C -6.87279 0.95453 -0.23391
34 H -7.31608 0.15413 -0.81774
35 C -7.57817 1.52706 0.83273
36 H -8.58549 1.18674 1.07652
37 C -6.96985 2.54129 1.58716
38 H -7.51072 3.01248 2.41057
39 C 4.92827 -3.22735 -2.18966
40 Si 4.47426 -2.29408 -0.64513
41 C 4.54569 -3.29450 0.93194
42 C 5.42462 -0.71574 -0.36390
43 O 2.92480 -1.77037 -0.91913
44 H 5.96521 -3.58455 -2.14909
45 H 4.81655 -2.57330 -3.06619
46 H 4.26627 -4.09146 -2.34015
47 H 5.57196 -3.65922 1.08093
48 H 4.28011 -2.67684 1.80173
49 H 3.87074 -4.15881 0.90507
50 H 5.36805 -0.05718 -1.23806
51 H 5.04207 -0.15610 0.49906
52 H 6.47910 -0.94994 -0.17336

Force components x, y, z for each atom (eV/Å):
-0.681 0.910 -0.607
-0.261 0.263 1.194
0.418 0.259 1.041
-0.383 -0.080 0.087
0.692 -0.024 -0.254
0.866 0.342 -0.122
0.002 0.078 -0.316
-0.200 -0.048 -0.024
-0.091 -0.148 -0.170
0.143 -0.423 -0.096
-0.189 -0.239 0.516
0.054 -0.031 -0.196
-0.701 0.160 0.656
-0.058 0.160 0.146
0.150 -1.289 -1.135
-0.516 -0.113 -0.287
0.315 -0.179 -0.316
0.140 -0.103 0.108
0.267 -0.075 -0.060
-0.467 -0.244 -0.338
0.476 0.980 0.244
-0.088 0.844 -0.611
-0.524 -0.337 1.933
1.164 0.479 -1.344
-0.175 -0.151 -0.229
0.331 -0.095 0.207
-0.154 -0.464 -0.035
-0.262 -0.267 -0.185
0.458 -0.230 -0.847
-1.236 -0.439 0.444
-0.117 0.284 0.576
-0.158 0.064 0.325
0.066 0.191 0.156
-0.062 0.118 0.044
0.436 0.315 -0.109
0.274 0.124 -0.093
-0.067 -0.286 0.012
0.133 -0.183 -0.224
0.597 -0.274 -0.179
-2.336 0.790 0.209
0.395 -0.329 0.071
0.482 0.016 -0.147
0.836 -0.097 0.053
-0.086 -0.075 -0.183
0.038 -0.096 0.263
0.128 0.185 0.131
-0.130 -0.092 0.107
-0.024 -0.061 -0.321
0.113 0.134 0.000
0.025 -0.099 0.094
-0.058 -0.271 -0.159
0.025 0.147 -0.031

Output
max |F| = 0.048 Eh/bohr
relative energy (zero: lowest compared OMol25 entry of this formula, charge and spin) = 0.0000 eV
expectation value of S² = 2.02
calculated total energy = -2764.6016 hartree
spin multiplicity = 3
HOMO energy (spin up / spin down) = -1.32 / -2.92 eV
charge = -1

- Which of these has the highest max |F|?
  C21H27NO5S

- Number 1 is which compound?
  C21H27N6O7PS3Zn